1.
ORCA calculation (wB97M-V/def2-TZVPD) on 4 unconnected molecules or ions with the total composition C22H25BO9P.

Values from the calculation:
Electronic energy, eV: -51603.45500
Charge: +1
E_HOMO, eV: -11.47
LUMO level, hartree: -0.1564
Molar mass, g mol⁻¹: 475.22
HOMO-LUMO gap, eV: 7.2

Positions of all 58 atoms, in Å:
1 P 2.30985 0.25985 1.47906
2 O 1.64369 1.30579 -2.94830
3 O 1.31262 6.05409 -5.25571
4 O 0.90041 -0.41990 -0.89120
5 O 1.92668 -2.30613 0.18433
6 O 5.30200 2.04295 0.05042
7 O -3.82878 -6.13415 4.66515
8 O -3.57459 -1.43377 1.69061
9 O -6.91041 -4.86028 0.55141
10 O -3.06851 3.24560 -0.73945
11 C -2.13477 1.14684 -0.26160
12 C 5.97249 1.42196 1.14373
13 C -3.47647 -0.36249 1.13270
14 C -4.53860 -5.84302 3.72695
15 C 2.58761 4.10736 -4.90428
16 C 4.06956 1.48899 -0.28247
17 C -4.41812 1.84213 0.60030
18 C 0.27744 4.44212 -3.88765
19 C 0.36281 3.24646 -3.31066
20 C 1.38529 4.96969 -4.73170
21 C -6.20852 -5.15339 1.49458
22 C 2.96600 1.77927 0.77605
23 C -6.35640 -6.45631 2.19407
24 C -4.39460 -4.54061 3.02891
25 C -5.16606 -4.22128 1.99493
26 C -4.54581 0.66466 1.20866
27 C -5.58307 -6.77522 3.22833
28 C 2.66694 2.91244 -4.32467
29 C 6.73979 0.16167 0.72529
30 C -3.20137 2.17816 -0.18266
31 C 1.56348 2.40232 -3.48561
32 C -2.26171 -0.02674 0.34630
33 B 1.65690 -0.99812 0.05463
34 H 3.52677 2.26418 -4.43743
35 H -5.07089 -3.27774 1.47604
36 H 2.14135 2.36616 0.36938
37 H -5.18287 2.60700 0.64263
38 H -5.66965 -7.71713 3.75484
39 H 1.26606 0.54194 2.36400
40 H -0.58775 5.08346 -3.77823
41 H -1.25907 1.40462 -0.84503
42 H 5.26839 1.19612 1.95651
43 H 1.38641 -0.06617 -1.66457
44 H 6.43041 -0.71627 1.29610
45 H 7.80626 0.27958 0.90825
46 H 4.16277 0.40605 -0.48448
47 H 3.76829 1.94552 -1.22405
48 H -0.43206 2.84045 -2.69719
49 H -3.63031 -3.87406 3.40802
50 H 6.59234 -0.04335 -0.33547
51 H 2.80118 -2.57031 0.49976
52 H 3.31317 -0.34534 2.23925
53 H 6.64730 2.18018 1.53435
54 H -1.49855 -0.79236 0.28637
55 H 3.41239 2.35604 1.58905
56 H 3.37791 4.51076 -5.52425
57 H -5.42258 0.39741 1.78462
58 H -7.12307 -7.11768 1.81105

Atomic forces in eV per Å
-0.061 -0.123 -0.343
0.183 -0.110 0.239
0.005 0.025 -0.004
0.496 -0.094 0.334
0.367 0.210 -0.431
-0.146 0.179 0.174
0.015 -0.009 0.005
0.009 0.030 0.036
-0.007 0.000 -0.015
0.016 0.028 -0.009
0.040 0.024 -0.003
0.182 -0.137 0.013
0.006 0.061 -0.011
-0.017 0.005 -0.019
-0.010 0.007 0.008
-0.080 -0.060 -0.260
0.011 0.006 -0.008
0.012 0.014 -0.006
0.019 -0.038 0.011
-0.004 -0.043 0.016
0.017 -0.014 0.033
0.333 0.141 0.164
0.008 0.008 0.000
0.013 0.008 0.004
-0.031 -0.037 -0.020
0.008 -0.003 -0.015
0.002 0.008 -0.001
0.008 -0.011 0.008
-0.063 -0.089 0.235
-0.011 -0.050 0.014
-0.101 0.017 -0.070
0.062 -0.035 0.001
-0.092 -0.186 -0.066
-0.011 -0.013 -0.006
-0.024 -0.003 -0.006
-0.017 -0.106 -0.032
0.001 0.002 -0.007
0.008 0.004 0.010
0.017 -0.019 0.113
0.001 0.003 -0.005
-0.006 -0.018 -0.013
-0.037 0.057 -0.072
-0.583 0.318 -0.293
-0.043 -0.001 -0.072
-0.002 0.029 -0.135
-0.001 0.015 0.087
0.018 -0.032 0.004
-0.015 0.014 -0.015
-0.002 -0.001 0.007
0.047 0.038 0.016
-0.357 -0.121 0.355
-0.006 0.067 0.167
0.002 0.009 -0.061
-0.060 -0.060 -0.011
-0.103 0.072 -0.029
-0.009 0.010 -0.006
-0.001 -0.008 -0.003
-0.005 0.009 -0.008

Here are the Löwdin charges for atoms 1 to 4, given in e: 1.1361 0.0526 0.1445 0.1409

---

2.
ORCA calculation (wB97M-V/def2-TZVPD) on a molecular structure, C22H25BiIN6O3S3.

Values from the calculation:
Electronic energy, eV: -84742.45617
Charge: +1
E_HOMO, eV: -10.73
LUMO level, hartree: -0.1543
Molar mass, g mol⁻¹: 853.57
HOMO-LUMO gap, eV: 6.5

Positions of all 61 atoms, in Å:
1 Bi 1.12832 -0.50396 0.20951
2 I 4.91914 -3.15474 5.19790
3 S -0.45944 0.83038 -3.78881
4 S -1.56796 -1.68643 -1.59844
5 S 1.65356 -3.05426 -2.13062
6 O 1.53552 -4.45962 -1.84130
7 O -1.78234 -2.24865 -0.29101
8 O -0.85634 -2.44881 -2.59458
9 N 1.75142 -2.15631 -0.94211
10 N 2.53393 -1.98753 1.89051
11 N -6.59596 0.04126 -4.12576
12 N -0.71146 -0.31526 -1.23953
13 N 3.03552 -3.14993 1.45039
14 N 1.17537 0.80138 -1.83441
15 C 3.27530 2.28107 3.89421
16 C 2.77337 2.53295 2.47765
17 C 3.71864 1.89695 1.45095
18 C -5.29809 -0.32436 -2.13949
19 C -0.62468 2.12732 0.81605
20 C -4.36942 -0.83470 -4.31332
21 C -4.12825 -0.73555 -1.54651
22 C 3.84058 -3.72688 2.35082
23 C 1.07318 1.61483 -3.96713
24 C 0.70120 1.13472 3.03517
25 C 3.04384 -1.82044 3.10807
26 C -3.20010 -1.24604 -3.71426
27 C -0.02077 0.37680 -2.19641
28 C 1.35493 2.05994 2.22766
29 C 3.87935 -2.88859 3.44754
30 C 1.80497 1.50023 -2.84206
31 C -3.06712 -1.18800 -2.32821
32 C -0.58015 0.68731 2.72190
33 C -5.43989 -0.36053 -3.53861
34 C -1.27122 1.18362 1.61565
35 C -2.67794 0.75326 1.33449
36 C 0.66317 2.54705 1.11176
37 H 1.34496 2.10365 -4.88709
38 H 2.79556 1.89711 -2.68600
39 H 4.73809 2.26405 1.57264
40 H -4.04666 -0.74466 -0.47008
41 H -7.37505 0.35294 -3.57713
42 H -6.71477 -0.00987 -5.12003
43 H 2.78835 -0.95494 3.69587
44 H 1.14305 3.28700 0.48011
45 H -2.75600 -0.33454 1.32501
46 H -6.12607 0.01155 -1.52810
47 H 2.77570 3.61426 2.30906
48 H 2.59037 2.67670 4.64456
49 H 3.75024 0.80945 1.58830
50 H -1.13959 2.54105 -0.04282
51 H -3.01257 1.13753 0.37296
52 H -4.47337 -0.89198 -5.38942
53 H 3.40669 2.11589 0.42639
54 H -1.06667 -0.03180 3.37108
55 H 1.18370 0.75774 3.92745
56 H 2.74014 -3.48328 0.54136
57 H -2.38922 -1.63573 -4.31468
58 H 4.24232 2.76267 4.03609
59 H 3.41936 1.21589 4.08894
60 H -3.35030 1.13218 2.10654
61 H 4.32149 -4.67132 2.16133

Atomic forces in eV per Å
-0.417 -0.007 -0.546
0.027 -0.002 0.036
0.015 0.016 -0.055
-0.199 0.019 0.158
0.192 0.086 -0.091
0.039 -0.038 0.050
0.011 0.034 -0.023
-0.034 0.024 -0.069
-0.010 0.147 0.344
0.024 -0.019 -0.043
0.009 0.045 -0.016
0.139 -0.186 -0.075
-0.024 -0.071 0.045
0.060 -0.056 -0.033
-0.001 0.005 0.014
-0.003 0.021 -0.006
0.020 -0.025 0.014
0.010 -0.006 -0.037
0.033 0.014 0.039
0.000 0.004 0.001
-0.030 -0.062 0.059
0.009 0.003 0.008
0.026 0.004 0.019
0.025 -0.015 0.020
-0.012 -0.001 0.024
0.016 -0.006 -0.033
-0.009 -0.060 0.101
0.026 0.023 0.002
-0.060 -0.001 -0.057
-0.034 0.073 0.042
0.058 0.104 -0.004
0.051 0.008 0.046
-0.004 -0.016 0.025
0.045 0.008 0.059
-0.026 0.006 0.004
0.072 0.001 0.045
-0.015 -0.002 -0.008
0.004 -0.004 -0.005
-0.004 0.012 -0.002
0.014 0.000 0.013
-0.001 -0.013 0.007
-0.006 -0.015 0.001
0.019 0.008 -0.001
-0.019 -0.007 -0.026
0.003 -0.002 0.001
-0.001 -0.007 0.004
0.008 -0.005 -0.017
-0.003 0.006 -0.005
0.000 0.000 0.000
-0.004 -0.023 -0.010
-0.010 -0.004 -0.007
0.001 -0.005 -0.001
-0.009 -0.004 -0.002
0.003 -0.010 -0.008
-0.007 -0.004 0.003
-0.013 0.017 -0.008
-0.001 0.000 0.002
0.002 -0.003 -0.003
-0.003 -0.003 -0.001
0.000 -0.004 -0.001
-0.002 -0.005 0.008

Here are the Löwdin charges for atoms 1 to 4, given in e: 1.9254 0.9085 1.1187 0.5699

---

3.
ORCA calculation (wB97M-V/def2-TZVPD) on a molecular structure, C22H25BrGaNO at a distorted geometry.

Values from the calculation:
Electronic energy, eV: -149172.66484
Charge: 0
E_HOMO (spin up / spin down), eV: -7.40 / -7.04
LUMO level (spin up / spin down), hartree: -0.0472 / -0.0761
Molar mass, g mol⁻¹: 469.07
HOMO-LUMO gap (spin up / spin down), eV: 6.1 / 5.0

Positions of all 51 atoms, in Å:
1 Br -1.61548 2.53024 1.16830
2 Ga -0.48667 0.88366 2.20180
3 O -0.12727 0.59471 -2.77689
4 N -1.38217 1.49419 -4.42760
5 C -1.24758 0.73982 -3.26857
6 C -2.48662 0.03674 -2.65321
7 C 1.19992 0.80961 -5.21058
8 C 2.46326 0.24478 -5.34435
9 C 2.53761 -0.46838 0.45299
10 C -2.26995 -1.42757 -2.19566
11 C -0.53112 -2.47719 -0.57497
12 C -1.98003 -0.98047 0.35956
13 C -1.56078 -2.13904 -3.35365
14 C 3.39420 2.05882 -4.02660
15 C 2.09295 0.02664 1.67502
16 C -3.58733 -2.17723 -1.91596
17 C 1.01874 1.99335 -4.48714
18 C -1.03708 -1.34667 1.38181
19 C -0.24500 -2.39955 0.78670
20 C 1.67563 1.59608 0.01934
21 C -0.38089 2.57448 -4.47851
22 C -1.54720 -1.52925 -0.87283
23 C 3.57256 0.87034 -4.75592
24 C 2.26575 0.47597 -0.56425
25 C 2.11679 2.62559 -3.88648
26 C 1.61760 1.39320 1.46923
27 H -0.61780 -1.63665 -3.56591
28 H 0.39262 -3.08386 1.33813
29 H 0.31333 0.30318 -5.58503
30 H 4.57539 0.44299 -4.89991
31 H -2.18565 -2.06979 -4.25130
32 H 2.55329 -0.69653 -5.88602
33 H 2.16544 -0.45414 2.64930
34 H -2.84129 0.66864 -1.81211
35 H 4.25521 2.52253 -3.54027
36 H -3.37654 -3.23423 -1.71620
37 H -0.52284 3.21326 -3.59605
38 H -4.10514 -1.79467 -1.03698
39 H 1.73376 2.20998 2.19208
40 H 1.94836 3.49989 -3.25282
41 H -2.94233 -0.47860 0.53480
42 H -3.28939 0.02756 -3.41189
43 H 2.46679 0.34233 -1.62309
44 H -2.30066 1.72931 -4.76828
45 H -0.14799 -3.19263 -1.29236
46 H -0.58935 3.19418 -5.35291
47 H 1.35902 2.48914 -0.50054
48 H -4.29264 -2.15019 -2.74766
49 H -1.12156 -1.23168 2.48511
50 H 3.03476 -1.40981 0.27520
51 H -1.35464 -3.19100 -3.16498

Atomic forces in eV per Å
-1.225 1.117 -0.670
2.053 -0.195 -0.364
-1.937 0.134 0.242
0.064 0.204 1.079
0.782 -1.028 0.605
-0.482 0.510 -0.376
0.528 0.159 0.155
-0.111 0.245 0.234
-0.399 -0.280 1.161
0.263 -0.086 -0.049
-0.487 0.362 -0.111
0.680 0.859 2.726
0.217 0.163 -0.023
-0.159 -0.363 -0.126
1.221 -0.173 -0.254
-0.422 -0.031 0.014
0.506 0.263 -0.892
-2.215 0.086 -0.390
0.681 -0.072 -0.733
0.491 -0.492 0.140
-0.032 -0.001 0.393
0.988 -1.701 -0.728
-0.057 0.273 -0.117
-0.704 1.352 0.249
-0.254 -0.594 -0.221
-1.108 -0.535 -0.417
0.083 -0.153 -0.021
0.046 0.304 -0.110
0.278 0.072 -0.145
-0.516 0.238 0.230
0.022 -0.055 0.119
0.181 0.234 0.114
0.177 0.101 -0.259
0.230 -0.214 -0.397
-0.290 -0.096 -0.164
0.103 0.193 -0.024
0.185 -0.005 -0.102
-0.045 0.123 -0.005
0.032 -0.354 -0.238
0.174 -0.161 -0.290
0.784 0.148 -0.161
0.149 0.057 0.257
-0.109 0.073 0.196
-0.089 -0.085 0.226
0.244 0.248 0.217
0.171 -0.159 -0.087
0.017 -0.030 0.065
0.104 0.161 -0.182
-0.496 -0.585 -0.997
-0.197 -0.194 0.139
-0.122 -0.037 0.092

Here are the Löwdin charges for atoms 1 to 4, given in e: 0.1899 0.3349 0.0641 0.0576

---

4.
ORCA calculation (wB97M-V/def2-TZVPD) on a molecular structure, C22H25BrNOTb at a distorted geometry.

Values from the calculation:
Electronic energy, eV: -119235.72142
Charge: 0
E_HOMO (spin up / spin down), eV: -8.01 / -8.14
LUMO level (spin up / spin down), hartree: -0.0078 / 0.0057
Molar mass, g mol⁻¹: 558.28
HOMO-LUMO gap (spin up / spin down), eV: 7.8 / 8.3
Spin multiplicity: 7

Positions of all 51 atoms, in Å:
1 Tb -1.20937 0.65337 2.76875
2 Br 0.79806 1.81455 3.97880
3 O 1.00001 -0.28417 -0.47141
4 N 2.82624 0.59506 -1.33306
5 C 2.50109 -1.93438 -1.26371
6 C -0.89624 -2.06229 1.57709
7 C -2.24341 -1.48876 3.40476
8 C 1.71123 -4.16693 -0.69229
9 C -2.23452 -1.75933 1.97578
10 C -1.39929 2.09995 0.08023
11 C 1.03734 2.26265 -0.75958
12 C 1.77077 -2.00592 -2.44856
13 C 3.37618 -0.72311 -0.97729
14 C 1.56063 0.79848 -0.81782
15 C -2.70787 2.44282 2.00070
16 C -0.86721 -1.60668 3.85404
17 C -0.49956 2.47784 -1.08826
18 C -0.06302 -1.97001 2.71809
19 C -2.40656 1.09577 0.11443
20 C -1.54445 2.88795 1.26097
21 C 2.44011 -3.02070 -0.36617
22 C 1.04314 -3.15850 -2.76226
23 C -3.23564 1.30231 1.28028
24 C -0.68344 4.00987 -1.36772
25 C -0.88405 1.70679 -2.36775
26 C 1.01890 -4.24850 -1.89976
27 H 1.84580 -1.17091 -3.15347
28 H 1.24607 2.74255 0.21342
29 H -2.97518 2.74525 3.02617
30 H 3.42009 1.34777 -1.68878
31 H -0.24864 2.03702 -3.20919
32 H 0.45482 -5.14122 -2.15034
33 H 1.00483 -2.21857 2.71551
34 H 0.49987 -3.18587 -3.69841
35 H -0.47563 -1.36012 4.84258
36 H -0.88911 3.72639 1.49512
37 H -3.08477 -1.05594 3.96980
38 H -3.09143 -1.77382 1.28783
39 H -1.73895 4.20977 -1.61790
40 H -0.58099 -2.43650 0.59766
41 H -0.74753 0.62452 -2.20735
42 H 4.33333 -0.80466 -1.49122
43 H -0.39844 4.62250 -0.49357
44 H 1.60089 2.77594 -1.54463
45 H -1.93377 1.93680 -2.60915
46 H 1.69596 -5.00499 0.00416
47 H 3.51549 -0.69148 0.09974
48 H -2.57663 0.38781 -0.70990
49 H 3.02677 -2.97185 0.56425
50 H -4.04516 0.62324 1.58941
51 H -0.06676 4.31828 -2.23005

Atomic forces in eV per Å
0.922 -0.919 -2.665
0.474 0.345 0.402
-0.268 4.132 0.435
-0.850 0.253 0.117
-0.025 -0.576 -0.364
-0.760 0.099 0.670
0.842 -0.238 -0.808
0.136 0.132 0.081
0.370 -0.034 0.626
-0.658 -0.067 0.902
-0.753 -0.768 -0.505
0.426 -0.612 -0.260
0.132 0.208 0.016
-0.331 -2.229 0.320
0.425 -0.348 -0.920
-0.321 -0.360 -0.587
0.759 0.157 -0.029
-0.515 0.313 0.572
-0.372 0.531 0.535
-0.645 -0.162 0.244
0.484 0.450 -0.399
0.212 0.527 -0.022
0.717 0.146 -0.252
0.053 -0.381 0.036
0.155 0.094 0.320
0.030 0.238 0.308
-0.255 -0.293 0.227
0.174 -0.447 -0.323
-0.163 0.208 -0.680
-0.424 -0.575 0.421
-0.241 -0.175 0.300
0.072 0.106 0.018
-0.528 0.350 0.140
-0.024 -0.086 -0.005
-0.222 -0.322 -0.218
-0.367 -0.224 0.193
0.308 -0.635 -0.133
0.427 0.096 0.575
0.381 -0.029 0.188
-0.132 0.500 0.378
-0.152 0.373 -0.211
0.089 -0.141 0.123
-0.145 -0.265 -0.423
0.047 0.224 0.179
0.341 -0.238 -0.039
-0.004 0.184 -0.156
0.401 -0.205 0.203
0.046 0.215 0.764
-0.409 -0.056 -0.396
0.322 0.639 -0.209
-0.182 -0.134 0.314

Here are the Löwdin charges for atoms 1 to 4, given in e: 1.3084 -0.1105 0.0047 0.0625